Record 1
Formula: C7H9N3
Source: OMol25
Level of theory: ωB97M-V/def2-TZVPD

The calculation puts the HOMO-LUMO gap at 8.79 eV. For the LUMO energy, the calculation gives 0.93 eV. The calculation puts the relative energy (zero: lowest compared OMol25 entry of this formula, charge and spin) at 6.010 eV. The value obtained for the energy is -436.1953 a.u.

The geometry in XYZ format:
```
19
Properties=species:S:1:pos:R:3:forces:R:3
C 1.350498 0.745277 -1.594112 0.2 -0.6 0.9
C -2.279527 -0.481467 0.817796 1.8 2.6 0.6
C 1.354528 -0.804203 -1.372424 -1.3 0.5 -2.8
C -0.757605 1.375577 1.806586 0.6 -1.2 0.9
C 0.980675 -1.229693 -0.011254 4.6 -0.7 2.4
C -1.934866 0.983724 0.887790 3.4 -2.6 -0.1
C -0.378135 0.803059 0.492151 1.4 1.6 -2.3
N 0.794153 1.663112 -0.936819 -2.2 -1.3 2.6
N -1.277968 -1.256997 0.583739 -2.4 -1.7 0.2
N -0.198189 -0.574206 0.331430 -0.8 1.3 1.0
H 1.996208 1.130286 -2.390007 0.0 -0.2 -0.2
H -3.256740 -0.749941 1.001200 -1.7 -1.3 0.1
H 0.397787 -1.179504 -1.924776 2.0 0.4 -0.2
H 2.330725 -1.176396 -1.793369 -1.2 0.0 0.5
H -0.482999 2.428428 1.962528 -0.7 -0.4 -0.2
H -0.686698 0.731999 2.727633 0.5 0.7 -1.0
H 0.964333 -2.380621 0.100874 -0.6 2.1 -0.1
H 1.877827 -0.861597 0.719481 -2.0 -0.9 -1.2
H -2.611713 1.733613 0.740443 -1.6 1.7 -1.1
```
Forces are in eV/Å.

Record 2
Formula: C3H6INS
Source: OMol25
Level of theory: ωB97M-V/def2-TZVPD

The calculation puts the HOMO-LUMO gap (alpha / beta) at 7.57 / 7.89 eV. For the LUMO energy (alpha / beta), the calculation gives -0.44 / -0.26 eV. The calculation puts the relative energy (zero: lowest compared OMol25 entry of this formula, charge and spin) at 2.364 eV. The value obtained for the energy is -868.3933 a.u.

The geometry in XYZ format:
```
12
Properties=species:S:1:pos:R:3:forces:R:3
C -0.122708 1.097297 0.515424 -0.5 -1.0 3.4
C -1.068133 -0.140811 0.352943 -2.8 -1.0 -0.6
C 1.004371 1.099881 -0.413959 0.4 -0.1 1.1
N -0.067976 -2.083553 -0.977504 -2.3 1.6 -1.4
S -0.317955 -1.756711 0.514723 0.5 0.4 1.9
I 2.889214 0.361318 -0.032322 -0.4 0.1 0.1
H -0.777007 2.006438 0.527706 0.7 -0.6 -0.5
H 0.214200 0.980384 1.644176 -0.3 0.5 -2.2
H -1.949909 -0.216304 1.138725 1.6 0.9 -1.6
H -1.468570 -0.298842 -0.732115 0.3 0.9 1.9
H 0.878906 1.419534 -1.392089 -0.2 0.5 -1.6
H 0.785563 -2.468628 -1.145710 2.9 -2.1 -0.5
```
Forces are in eV/Å.

- What is the energy in the first record?
  -436.1953 a.u.

- Which of these has the highest relative energy (zero: lowest compared OMol25 entry of this formula, charge and spin)?
  C7H9N3

- Among the records above, which one has the lowest relative energy (zero: lowest compared OMol25 entry of this formula, charge and spin)?
  C3H6INS

What did the first record say?
Formula: C7H9N3
Source: OMol25
Level of theory: ωB97M-V/def2-TZVPD

The calculation puts the HOMO-LUMO gap at 8.79 eV. For the LUMO energy, the calculation gives 0.93 eV. The calculation puts the relative energy (zero: lowest compared OMol25 entry of this formula, charge and spin) at 6.010 eV. The value obtained for the energy is -436.1953 a.u.

The geometry in XYZ format:
```
19
Properties=species:S:1:pos:R:3:forces:R:3
C 1.350498 0.745277 -1.594112 0.2 -0.6 0.9
C -2.279527 -0.481467 0.817796 1.8 2.6 0.6
C 1.354528 -0.804203 -1.372424 -1.3 0.5 -2.8
C -0.757605 1.375577 1.806586 0.6 -1.2 0.9
C 0.980675 -1.229693 -0.011254 4.6 -0.7 2.4
C -1.934866 0.983724 0.887790 3.4 -2.6 -0.1
C -0.378135 0.803059 0.492151 1.4 1.6 -2.3
N 0.794153 1.663112 -0.936819 -2.2 -1.3 2.6
N -1.277968 -1.256997 0.583739 -2.4 -1.7 0.2
N -0.198189 -0.574206 0.331430 -0.8 1.3 1.0
H 1.996208 1.130286 -2.390007 0.0 -0.2 -0.2
H -3.256740 -0.749941 1.001200 -1.7 -1.3 0.1
H 0.397787 -1.179504 -1.924776 2.0 0.4 -0.2
H 2.330725 -1.176396 -1.793369 -1.2 0.0 0.5
H -0.482999 2.428428 1.962528 -0.7 -0.4 -0.2
H -0.686698 0.731999 2.727633 0.5 0.7 -1.0
H 0.964333 -2.380621 0.100874 -0.6 2.1 -0.1
H 1.877827 -0.861597 0.719481 -2.0 -0.9 -1.2
H -2.611713 1.733613 0.740443 -1.6 1.7 -1.1
```
Forces are in eV/Å.